# C5H3N

The molecule C5H3N at a distorted geometry (ωB97M-V/def2-TZVPD, the Open Molecules 2025 dataset).

Last column: Mulliken charge in e.
Cartesian coordinates (Å):
C 1.64205 -0.24675 0.07347  0.224
C -0.57276 0.45567 -0.80613  -0.082
C 0.27181 -0.45006 0.16298  -0.128
C -0.83481 0.39342 0.74357  0.003
C -0.98519 1.56777 -0.00640  -0.575
N 2.78456 -0.22539 -0.12235  -0.388
H -0.90093 0.19406 -1.80024  0.329
H 0.05689 -1.55297 0.35493  0.317
H -1.46161 -0.13575 1.40016  0.300

Results
Charge ... 0
Orbital gap ... 10.257 eV
E_HOMO ... -9.88 eV
LUMO level ... 0.377 eV
Spin multiplicity ... 1


# C5H3N

The molecule C5H3N at a distorted geometry (ωB97M-V/def2-TZVPD, the Open Molecules 2025 dataset).

Last column: Mulliken charge in e.
Cartesian coordinates (Å):
C 0.74575 0.60023 0.00499  0.180
C -0.80009 0.43332 0.04238  -0.438
C 1.18571 -0.85092 0.10041  0.628
C -0.95408 -0.94229 -0.10355  -0.232
C 2.13157 0.15852 -0.08138  -0.373
N 0.24812 -1.70785 0.02425  -0.657
H -1.54951 1.35472 0.10266  0.276
H -1.93213 -1.54830 -0.13470  0.314
H 3.22700 0.37480 0.02091  0.302

Results
SMILES ... c1cc2cc-2n1
Charge ... 0
Orbital gap ... 9.178 eV
E_HOMO ... -8.98 eV
LUMO level ... 0.201 eV
Spin multiplicity ... 1


# C5H3N2O4PdSbSe4

A structure of composition C5H3N2O4PdSbSe4 at a distorted geometry (ωB97M-V/def2-TZVPD, the Open Molecules 2025 dataset).

Last column: Mulliken charge in e.
Cartesian coordinates (Å):
Pd 1.64495 0.68852 0.00682  0.322
Se 5.73048 3.54912 -2.00655  -0.649
Sb 4.45270 3.05914 0.03867  0.603
Se 3.85921 0.53227 -0.00617  -0.298
Se 1.37134 2.94351 0.04286  -0.618
Se 5.94893 3.43462 1.96784  -0.648
O -2.57345 -3.30634 -0.00359  -0.580
C -3.15064 -2.12908 -0.00282  0.444
O -4.36011 -1.99126 -0.00106  -0.673
C -2.25341 -0.94813 -0.00394  0.690
C -2.67400 0.36507 -0.00410  -0.413
N -1.57381 1.13492 -0.00349  0.076
N -0.46982 0.40153 -0.00248  -0.167
C -0.83832 -0.86816 -0.00322  -0.669
C 0.24770 -1.91379 -0.00269  0.974
O -0.10591 -3.11865 -0.00448  -0.798
O 1.42633 -1.49021 -0.00059  -0.668
H -1.53258 -3.24814 -0.00432  0.475
H -3.67280 0.76413 -0.00447  0.518
H -1.47677 2.14093 -0.00222  0.077

Results
Charge ... -2
Orbital gap ... 5.490 eV
E_HOMO ... -1.69 eV
LUMO level ... 3.797 eV
Spin multiplicity ... 1


# C5H3N3

The molecule C5H3N3 at a distorted geometry (ωB97M-V/def2-TZVPD, the Open Molecules 2025 dataset).

Last column: Mulliken charge in e.
Cartesian coordinates (Å):
C 2.65341 0.03035 -0.32424  0.097
C 1.15688 0.09414 -0.36708  0.658
C -0.76867 -1.13105 -0.11134  0.051
C -1.55883 -0.10288 0.13029  -0.308
C -0.85899 1.20115 0.10156  -0.208
H -1.43207 -2.10369 0.32601  0.205
H -2.58368 -0.09398 0.32447  0.408
H -1.48337 2.01238 0.11056  0.422
N 3.75617 -0.00849 0.39036  -0.387
N 0.61605 -1.16317 -0.26137  -0.446
N 0.50310 1.26523 -0.31922  -0.492

Results
SMILES ... N#Cc1ncccn1
Charge ... 0
Orbital gap ... 9.596 eV
E_HOMO ... -10.40 eV
LUMO level ... -0.802 eV
Spin multiplicity ... 1